Record 1
The following is a DFT calculation (wB97M-V/def2-TZVPD) of C18H27NO5S in the gas phase in a non-equilibrium geometry.

Element x y z (Å)
C  -4.890  -3.138  0.024
C  -3.484  -3.179  -0.556
H  -2.941  -4.061  -0.211
H  -3.526  -3.168  -1.650
O  -2.706  -2.067  -0.110
C  -2.847  -0.918  -0.777
O  -3.563  -0.788  -1.736
C  -2.040  0.210  -0.132
C  -0.656  -0.289  0.300
H  -0.758  -1.159  0.947
C  0.194  -0.662  -0.918
N  0.311  0.467  -1.811
C  1.377  1.288  -1.955
O  1.291  2.375  -2.511
C  2.703  0.856  -1.466
C  3.777  1.676  -1.227
C  4.844  0.838  -0.847
C  4.362  -0.442  -0.901
O  3.067  -0.434  -1.271
C  4.990  -1.737  -0.572
H  6.074  -1.688  -0.666
H  4.589  -2.536  -1.193
S  4.603  -2.254  1.155
C  5.490  -0.955  2.055
H  6.553  -1.023  1.837
H  5.098  0.017  1.768
H  5.315  -1.132  3.110
H  5.841  1.137  -0.591
H  3.780  2.743  -1.313
C  -0.975  0.921  -2.301
C  -1.870  1.352  -1.139
H  -2.843  1.654  -1.528
H  -1.397  2.200  -0.647
H  -0.798  1.763  -2.972
H  -1.446  0.106  -2.858
H  1.173  -1.001  -0.591
H  -0.285  -1.481  -1.468
H  -0.165  0.504  0.864
C  -2.898  0.619  1.090
C  -2.549  1.950  1.750
O  -1.228  1.939  2.242
C  -0.873  3.135  2.882
H  -1.524  3.335  3.743
H  0.153  3.014  3.224
H  -0.930  3.988  2.194
H  -2.681  2.783  1.044
H  -3.250  2.114  2.585
H  -3.944  0.687  0.777
H  -2.814  -0.172  1.837
H  -4.849  -3.098  1.110
H  -5.417  -2.261  -0.343
H  -5.436  -4.027  -0.279

Its charge is 0. The HOMO energy comes out at -8.4562 eV. The energy relative to the best compared isomer or geometry (same formula, charge and spin) is 18.16 kJ/mol. As for the LUMO energy: 0.7 eV. As for the structure (SMILES): CCOC(=O)C1(CCOC)CCN(C(=O)c2ccc(CSC)o2)CC1.

***

Record 2
The following is a DFT calculation (wB97M-V/def2-TZVPD) of 2 unconnected molecules or ions with the total composition C8H15NO6PS in a non-equilibrium geometry.

Element x y z (Å)
O  0.624  -2.264  -3.906
P  0.254  -3.442  -3.150
O  -1.260  -3.799  -3.117
O  1.041  -4.766  -3.501
N  0.700  -3.125  -1.462
C  0.711  -1.841  -1.059
C  1.077  -1.531  0.236
C  1.427  -2.540  1.107
C  1.413  -3.856  0.679
C  1.038  -4.124  -0.620
H  -1.476  -4.646  -3.537
H  1.978  -4.612  -3.307
H  0.449  -1.076  -1.768
H  1.067  -0.488  0.510
H  1.708  -2.305  2.121
H  1.686  -4.686  1.306
H  1.012  -5.136  -0.987
O  -0.259  1.781  0.612
S  -0.052  2.835  1.570
O  -0.445  2.640  2.928
O  -0.700  4.161  1.008
C  -2.081  4.122  0.572
C  -3.052  4.166  1.733
C  1.625  3.366  1.519
H  -2.242  3.245  -0.055
H  -2.204  5.000  -0.058
H  -3.004  3.254  2.327
H  -4.070  4.278  1.360
H  -2.823  5.001  2.393
H  1.905  3.552  0.485
H  2.232  2.568  1.942
H  1.721  4.267  2.118

Its charge is +1. The HOMO energy comes out at -13.1021 eV. The energy relative to the best compared isomer or geometry (same formula, charge and spin) is 0.00 kJ/mol. As for the LUMO energy: -4.7 eV.

***

Record 3
The following is a DFT calculation (wB97M-V/def2-TZVPD) of a molecular structure, C40H41Cl2CrN9Si.

Element x y z (Å)
Cr  -0.505  -0.457  -0.122
C  -1.003  -3.255  1.300
N  -0.153  -2.837  0.186
C  1.275  -3.074  0.471
C  2.080  -1.838  0.296
N  1.584  -0.668  0.014
C  2.687  0.167  -0.219
C  2.753  1.489  -0.645
C  4.004  2.054  -0.797
C  5.174  1.319  -0.543
C  5.121  -0.006  -0.157
C  3.854  -0.558  -0.017
N  3.426  -1.845  0.304
C  -0.931  -2.215  2.359
N  -0.650  -0.962  2.106
C  -0.755  -0.302  3.354
C  -0.566  1.033  3.721
C  -0.733  1.370  5.046
C  -1.071  0.408  6.015
C  -1.252  -0.914  5.674
C  -1.091  -1.234  4.330
N  -1.188  -2.449  3.661
H  -0.727  -4.230  1.712
H  -2.030  -3.339  0.945
H  -0.417  -3.337  -0.654
H  1.673  -3.825  -0.213
H  1.402  -3.462  1.485
H  1.856  2.047  -0.857
H  4.083  3.083  -1.126
H  6.137  1.797  -0.669
H  6.020  -0.582  0.024
H  4.010  -2.634  0.518
H  -0.284  1.783  3.000
H  -0.595  2.400  5.350
H  -1.188  0.712  7.046
H  -1.509  -1.662  6.414
H  -1.417  -3.341  4.065
Cl  2.500  -0.089  3.069
C  3.697  1.217  3.257
Cl  5.332  0.604  3.495
H  3.426  1.800  4.126
H  3.682  1.808  2.348
N  -7.799  -2.168  0.446
C  -6.693  -1.873  0.369
C  -5.291  -1.510  0.270
C  -4.746  -0.567  1.122
C  -3.406  -0.247  0.988
N  -2.612  -0.816  0.077
C  -3.149  -1.737  -0.726
C  -4.479  -2.111  -0.675
H  -5.346  -0.081  1.878
H  -2.958  0.490  1.636
H  -2.479  -2.185  -1.445
H  -4.865  -2.854  -1.359
C  -1.076  1.541  0.315
C  -0.363  2.854  0.218
C  -0.819  3.871  -0.623
C  -0.210  5.113  -0.664
C  0.881  5.382  0.155
C  1.344  4.394  1.019
C  0.728  3.156  1.043
C  1.526  6.679  0.121
N  2.039  7.708  0.098
H  -2.064  1.647  -0.130
H  -1.224  1.356  1.380
H  -1.679  3.682  -1.257
H  -0.579  5.884  -1.331
H  2.192  4.602  1.660
H  1.130  2.381  1.689
C  -0.901  -0.203  -4.919
Si  -0.926  0.672  -3.280
C  0.302  2.039  -3.457
C  -2.666  1.271  -2.989
N  -0.438  -0.474  -2.003
C  0.150  -1.694  -2.528
C  -0.641  -2.757  -2.975
C  -0.077  -3.954  -3.402
C  1.305  -4.113  -3.420
C  2.106  -3.036  -3.057
C  1.536  -1.843  -2.626
H  -0.965  0.561  -5.703
H  -1.744  -0.888  -5.053
H  0.023  -0.766  -5.080
H  -0.081  2.773  -4.179
H  1.239  1.634  -3.857
H  0.521  2.568  -2.533
H  -2.810  2.296  -3.349
H  -2.950  1.242  -1.936
H  -3.363  0.633  -3.544
H  -1.715  -2.617  -3.042
H  -0.719  -4.755  -3.749
H  1.748  -5.044  -3.750
H  3.186  -3.115  -3.131
H  2.168  -0.996  -2.383

Its charge is +1. The HOMO energy (spin up / spin down) comes out at -10.4070 / -10.3484 eV. As for the spin multiplicity: 2. As for the LUMO energy (spin up / spin down): -3.3 / -3.3 eV.

***

Record 4
The following is a DFT calculation (wB97M-V/def2-TZVPD) of 2 unconnected molecules or ions with the total composition C12H21BCl2F3NO4 in a non-equilibrium geometry.

Element x y z (Å)
C  -2.833  -1.129  1.229
C  -2.400  -0.151  0.090
C  -0.876  -0.157  -0.057
O  -0.456  -0.030  -1.418
C  0.356  -1.089  -1.876
C  1.875  -0.869  -1.678
C  2.474  -0.300  -2.953
F  3.767  -0.085  -2.852
F  1.879  0.819  -3.268
F  2.306  -1.113  -3.991
C  2.317  0.046  -0.516
C  2.422  -0.924  0.660
B  3.009  -0.398  2.046
O  2.106  0.198  2.916
O  4.309  -0.562  2.363
C  4.729  0.225  3.504
C  3.208  -2.047  -0.080
O  4.148  -2.648  0.240
N  2.505  -2.158  -1.307
H  -3.262  -0.549  2.044
H  -2.004  -1.713  1.622
H  -3.585  -1.813  0.841
H  -2.851  -0.473  -0.839
H  -2.740  0.841  0.361
H  -0.422  0.670  0.500
H  -0.472  -1.070  0.379
H  0.033  -2.055  -1.493
H  0.176  -1.135  -2.952
H  1.653  0.900  -0.404
H  3.328  0.444  -0.591
H  1.510  -1.453  0.961
H  1.683  0.957  2.491
H  4.190  -0.031  4.412
H  4.591  1.279  3.277
H  5.772  -0.016  3.683
H  3.166  -2.415  -2.040
Cl  -4.617  3.489  0.844
C  -5.879  3.187  -0.378
C  -5.776  1.804  -0.969
Cl  -4.322  1.613  -1.979
H  -5.796  3.954  -1.145
H  -6.840  3.302  0.122
H  -6.635  1.611  -1.609
H  -5.749  1.041  -0.193

Its charge is 0. The HOMO energy comes out at -9.6399 eV. As for the LUMO energy: 0.3 eV. As for the structure (SMILES): CCCOC[C@@]1(C(F)(F)F)C[C@H](B(O)OC)C(=O)N1.ClCCCl.